Molecular formula: C22H27NO5
Method: DFT, the ωB97M-V functional and the def2-TZVPD basis

Each line ends with the natural charge from an NBO analysis.
Positions of all 55 atoms, in Å:
O1 2.48195 1.51941 -1.93179  -0.600
O2 -3.68633 -4.39247 1.34698  -0.474
O3 -3.14115 1.16114 0.00837  -0.630
O4 0.87067 2.97579 -1.38254  -0.525
O5 -3.02018 -2.37805 0.40803  -0.436
N1 -1.78655 -0.20097 -1.16661  -0.435
C1 1.02794 -0.68326 -1.19924  -0.401
C2 1.43249 4.15388 -3.43980  -0.634
C3 -0.90969 0.89191 -1.51104  -0.212
C4 2.23005 -0.08303 2.09840  -0.011
C5 1.68765 0.98695 1.38119  -0.025
C6 -2.80284 0.02495 -0.29448  0.633
C7 0.35513 0.93653 0.67723  -0.424
C8 0.47425 0.70605 -0.84861  -0.146
C9 -4.75367 -1.06124 0.90940  -0.187
C10 -2.44293 -4.90061 0.90112  -0.255
C11 3.49250 0.05890 2.66687  -0.200
C12 3.65678 2.30716 1.88907  -0.212
C13 1.40799 1.75625 -1.44420  0.832
C14 2.40500 2.17905 1.32121  -0.198
C15 -5.01973 -2.35048 1.41312  -0.392
C16 -3.53149 -1.10811 0.29115  0.104
C17 1.63298 4.05082 -1.93524  -0.077
C18 -3.92531 -3.10220 1.08318  0.601
C19 4.21451 1.23012 2.55422  -0.208
C20 -1.30352 -1.46724 -1.65737  -0.218
C21 0.01554 -1.80295 -0.96360  -0.405
C22 1.50950 -1.38388 2.31238  -0.635
H1 1.94011 -0.85737 -0.62746  0.228
H2 -1.13648 -1.36570 -2.73703  0.189
H3 5.19548 1.30818 2.99892  0.212
H4 -2.36130 -4.84194 -0.18792  0.182
H5 -1.61021 -4.35337 1.35130  0.185
H6 3.91415 -0.77293 3.21398  0.204
H7 2.69117 3.88971 -1.70364  0.201
H8 -0.28299 0.15771 1.09238  0.219
H9 0.44661 -1.22816 2.48436  0.214
H10 -5.37658 -0.19413 0.98070  0.244
H11 -2.04354 -2.24804 -1.50031  0.226
H12 0.41274 -2.74286 -1.35053  0.212
H13 1.81650 3.26070 -3.92635  0.223
H14 1.96739 5.01906 -3.82059  0.217
H15 -2.41776 -5.94046 1.21826  0.203
H16 -1.37444 1.81958 -1.17447  0.262
H17 1.30953 -0.67752 -2.25518  0.219
H18 -0.18078 -1.93005 0.10058  0.201
H19 -0.15494 1.89098 0.82573  0.237
H20 1.63119 -2.04194 1.45282  0.216
H21 1.96150 3.03212 0.83039  0.210
H22 4.19104 3.24297 1.81785  0.211
H23 1.92024 -1.89443 3.18093  0.219
H24 0.37515 4.25852 -3.67108  0.211
H25 1.26917 4.94698 -1.42818  0.191
H26 -5.88235 -2.68516 1.94742  0.237
H27 -0.79214 0.92314 -2.60027  0.195

## Properties
**HOMO**: -0.3027 hartree
**Total charge**: 0
**Energy relative to the best compared isomer or geometry (same formula, charge and spin)**: 24.3 kcal per mole
**2S+1**: 1
**SMILES**: CCOC(=O)[C@]1(Cc2ccccc2C)CCCN(C(=O)c2ccc(OC)o2)C1



Molecular formula: C2H12NO3
Method: DFT, the ωB97M-V functional and the def2-TZVPD basis

Each line ends with the natural charge from an NBO analysis.
Positions of all 18 atoms, in Å:
O1 -0.13846 0.95732 -2.02374  -0.950
O2 1.18277 -1.78001 -0.58431  -0.992
O3 2.41489 0.53747 1.22228  -0.946
N1 -0.76965 -0.12594 0.64667  -0.403
C1 -2.04095 -0.02558 -0.19302  -0.438
C2 -0.68282 0.60637 1.70357  0.120
H1 0.57105 1.06917 -2.69373  0.486
H2 2.09345 -1.93658 -1.04519  0.514
H3 0.07820 -0.48869 0.18921  0.481
H4 2.95221 -0.25001 1.09768  0.479
H5 0.54859 -2.56072 -0.87864  0.503
H6 -0.76947 1.45875 -2.48787  0.470
H7 -1.60903 0.98796 2.06698  0.205
H8 -2.72054 -0.69120 0.36319  0.228
H9 2.87415 0.81580 2.01692  0.477
H10 -1.84379 -0.50292 -1.15847  0.257
H11 0.35570 0.94598 2.02346  0.266
H12 -2.49631 0.98283 -0.26497  0.241

## Properties
**HOMO**: -0.5604 hartree
**Total charge**: +1
**Energy relative to the best compared isomer or geometry (same formula, charge and spin)**: 40.8 kcal per mole
**2S+1**: 1



Molecular formula: C42H55AsBN6OV
Method: DFT, the ωB97M-V functional and the def2-TZVPD basis

Each line ends with the Löwdin spin population.
Positions of all 107 atoms, in Å:
As1 0.02983 2.84053 0.39070  0.000
V1 0.11689 -0.83760 -0.14156  1.061
O1 0.24603 0.96111 -0.04110  -0.035
N1 1.88690 -1.70759 -0.33843  -0.006
N2 -0.49138 -2.72691 -2.06813  0.005
N3 -0.53810 -2.37886 0.85056  -0.028
N4 -0.30948 -3.53106 0.18760  -0.001
N5 -1.03336 -1.53157 -1.64149  -0.007
N6 1.74896 -2.92946 -0.95643  0.004
C1 0.54221 2.97573 3.24234  0.000
C2 -1.88466 3.08081 0.36443  0.000
C3 -1.29398 -2.61157 1.90877  -0.004
C4 -0.51871 -1.95423 4.18787  0.000
C5 -1.95941 1.20643 -3.10224  0.000
C6 -1.04686 -5.99812 0.53965  -0.002
C7 1.31162 5.62734 -2.31429  0.000
C8 -2.80523 0.09771 -2.47801  0.000
C9 -2.96870 -1.71240 3.52078  0.000
C10 4.18579 0.53762 -0.61314  0.000
C11 2.28532 3.93543 1.76682  0.000
C12 -1.25896 -0.15912 2.62588  0.005
C13 -3.65925 4.21480 -0.75134  0.000
C14 2.88718 -3.59326 -1.03087  0.007
C15 -1.45719 -1.62251 3.02213  0.000
C16 1.29592 2.81985 -2.23745  0.000
C17 3.21073 -1.58865 0.00204  0.001
C18 -3.44983 0.53349 -1.15551  0.000
C19 2.98472 4.31919 2.90120  0.000
C20 2.49004 4.09520 4.15242  0.000
C21 -2.03961 -1.17185 -2.46949  0.000
C22 -4.47791 3.92953 0.28253  0.000
C23 3.01545 0.19522 1.66778  0.001
C24 0.84837 3.57051 -1.17126  -0.001
C25 0.86637 4.94425 -1.15066  0.000
C26 3.92157 -0.37312 0.57556  0.000
C27 -0.92424 -4.38931 -3.90991  0.001
C28 1.05299 3.23940 1.97185  0.000
C29 -3.99688 -0.07600 -3.44335  0.000
C30 -1.65692 -3.94258 1.93120  -0.005
C31 5.24928 -0.75767 1.22234  0.000
C32 1.32198 3.35949 4.33636  0.000
C33 1.81600 3.53235 -3.30411  0.000
C34 -2.37268 3.79423 -0.74147  0.000
C35 -2.15590 -2.16664 -3.40519  0.004
C36 3.22703 -5.03296 -1.34206  0.001
C37 -2.73313 2.82262 1.49255  0.000
C38 3.85332 -2.76653 -0.41944  0.003
C39 -0.94352 -4.53309 0.87222  -0.011
C40 -1.18563 -3.15981 -3.14968  0.005
C41 -4.06393 3.16461 1.39480  0.000
C42 1.83257 4.95270 -3.36188  0.000
B1 0.35031 -3.57824 -1.15347  0.002
H1 -3.68330 -0.18926 -4.49882  0.000
H2 -1.43579 0.50376 3.49178  0.001
H3 -0.66208 -1.15096 4.98229  0.000
H4 -2.83327 -2.16195 -4.24008  0.000
H5 4.55019 -0.01858 -1.45205  0.000
H6 1.27878 1.76786 -2.22844  0.000
H7 -0.35696 2.44129 3.40565  0.000
H8 3.28150 -5.61216 -0.42379  0.001
H9 -3.85269 1.57278 -1.29818  0.000
H10 0.95378 3.11123 5.31609  0.000
H11 2.53201 -5.48434 -2.01612  0.000
H12 -4.80670 2.77566 2.12197  0.000
H13 4.27035 -5.07904 -1.75329  0.000
H14 0.15089 -4.58562 -3.99649  0.000
H15 -4.29680 -0.06474 -0.90837  0.000
H16 -0.18935 0.07931 2.44385  0.001
H17 -2.61968 1.99623 -3.41049  0.000
H18 -1.76012 4.01676 -1.58718  0.000
H19 4.88504 -2.97376 -0.26786  0.000
H20 2.21502 2.98812 -4.16228  0.000
H21 2.21898 5.45266 -4.25102  0.000
H22 2.04681 0.45607 1.17205  0.000
H23 -3.62390 -1.57591 2.62608  0.000
H24 -0.07057 -6.56980 0.61897  -0.001
H25 -4.69205 -0.87241 -3.22914  0.000
H26 -3.98242 4.76457 -1.61079  0.000
H27 0.43857 -4.75211 -1.51932  0.000
H28 3.46462 1.04415 2.16069  0.000
H29 2.63316 3.96157 0.77692  0.000
H30 -2.29825 -4.39782 2.60708  0.000
H31 -0.70203 -2.91142 4.64311  0.000
H32 -4.52747 0.88473 -3.36654  0.000
H33 -1.17906 1.64264 -2.47905  0.000
H34 -1.37365 0.86724 -3.94581  0.000
H35 -2.67054 0.53525 -0.33754  0.000
H36 3.04814 4.41760 4.97625  0.000
H37 0.51047 -1.99981 3.92431  0.000
H38 5.16965 -1.46174 2.09285  0.000
H39 5.98941 -1.13990 0.45481  0.000
H40 -1.34294 -4.21994 -4.91267  0.000
H41 0.54264 5.47230 -0.28197  0.000
H42 2.85324 -0.54153 2.41727  0.000
H43 -1.37746 -5.27672 -3.44278  0.000
H44 -3.12527 -1.07981 4.38875  0.000
H45 -2.35975 2.26168 2.32769  0.000
H46 4.94712 1.30512 -0.47409  0.000
H47 -5.52992 4.15966 0.23205  0.000
H48 3.30715 1.05319 -0.99426  0.000
H49 5.63642 0.22104 1.56208  0.000
H50 3.89913 4.78724 2.72247  0.000
H51 -1.78343 -6.46461 1.21548  0.000
H52 -1.87889 0.14873 1.77581  0.000
H53 -3.08166 -2.74673 3.84560  0.000
H54 -1.41252 -6.00884 -0.46694  -0.001
H55 1.33352 6.73157 -2.26501  0.000

## Properties
**HOMO (spin up / spin down)**: -0.6185 / -0.6185 hartree
**Total charge**: +3
**Energy relative to the best compared isomer or geometry (same formula, charge and spin)**: 59.3 kcal per mole
**<S²>**: 0.768
**2S+1**: 2



Molecular formula: C44H52ClO7OsP3S2Te
Method: DFT, the ωB97M-V functional and the def2-TZVPD basis

Each line ends with the Löwdin spin population.
Positions of all 111 atoms, in Å:
Os1 -0.25150 0.04982 -0.08490  2.520
Te1 1.06178 0.11334 2.25404  0.245
Cl1 8.06444 1.74985 2.36267  0.000
S1 1.00639 -3.88284 -0.01402  0.013
S2 -2.17825 1.33732 0.46851  0.178
P1 1.53496 3.24730 -0.71582  0.008
P2 -2.76472 -0.57681 -0.01364  0.108
P3 -0.89115 -3.29304 -0.18130  0.073
O1 0.83384 3.69563 -2.04766  0.002
O2 0.71129 1.90464 -0.40717  0.095
O3 4.78809 -0.70799 -1.77615  0.001
O4 2.95947 -0.56179 0.66946  0.010
O5 3.03067 3.12804 -0.68270  0.004
O6 1.05974 4.43168 0.30584  0.002
O7 1.44859 -0.34318 -1.04948  0.144
C1 -3.89806 -0.77244 -1.44623  0.015
C2 -0.10578 5.88752 -2.43406  0.000
C3 1.98562 3.80551 2.44984  0.002
C4 7.20608 -0.40356 0.92937  0.000
C5 3.03418 5.66023 1.09759  0.000
C6 -5.21933 -0.86175 1.28938  0.003
C7 -1.60567 -4.00284 -1.66514  0.012
C8 -4.06144 0.33033 -2.28565  0.007
C9 -2.96931 -5.39783 3.33014  0.004
C10 0.78731 4.42845 -4.26988  0.000
C11 5.50615 -0.22657 -0.73878  0.000
C12 -3.83914 -0.99364 1.40090  0.025
C13 1.72066 4.97384 1.51565  0.000
C14 6.70392 -2.47998 -0.36355  0.000
C15 -4.05990 -1.29768 3.77705  0.001
C16 3.59433 -1.46902 -1.47024  0.001
C17 -2.19035 -3.89351 -3.96689  0.001
C18 -5.35874 -2.08495 -2.85552  0.000
C19 0.99835 4.92381 -2.85589  0.000
C20 -5.53467 -0.98469 -3.70610  0.003
C21 0.73746 5.95956 2.10896  0.000
C22 -6.01243 -1.08989 2.39541  0.002
C23 -1.93582 -5.35739 -1.60396  0.002
C24 -2.51826 -5.25929 -3.92357  0.000
C25 -1.23536 -1.51317 -0.14001  0.363
C26 -5.44871 -1.28983 3.64366  -0.001
C27 7.09718 0.97514 1.20826  0.000
C28 -4.88321 0.21870 -3.40109  0.001
C29 -0.45884 0.68715 3.69578  0.038
C30 -0.95941 -4.48997 2.30479  0.005
C31 -1.78444 -3.22843 -2.81798  0.007
C32 6.16762 1.73821 0.49078  0.000
C33 -3.25757 -1.20253 2.64314  0.003
C34 1.15186 -1.85788 3.06105  0.029
C35 -1.59247 -5.15964 3.36730  0.000
C36 5.33622 1.12027 -0.42247  0.000
C37 2.61476 -0.73410 -0.52576  0.021
C38 -1.71367 -4.10044 1.21740  0.013
C39 -2.41316 -5.98512 -2.74317  0.001
C40 -3.68923 -5.05678 2.18855  0.000
C41 6.41499 -1.04050 -0.03709  0.000
C42 2.37764 5.53312 -2.73635  0.000
C43 -4.58194 -1.98165 -1.70763  0.003
C44 -3.07568 -4.37843 1.14225  0.005
H1 0.14415 -2.29511 3.11926  0.001
H2 -2.32111 -3.37391 -4.90232  0.000
H3 -4.53994 -2.77729 -0.95207  0.000
H4 -3.46497 -5.84737 4.20589  0.000
H5 2.81683 6.52589 0.47293  0.000
H6 0.13043 -4.33714 2.26812  0.000
H7 1.75380 -2.43374 2.34648  0.000
H8 -5.90618 -2.99858 -3.05037  0.000
H9 -0.82933 -0.17215 4.26292  0.000
H10 -5.66973 -0.67531 0.33536  0.000
H11 0.04416 1.41883 4.35100  0.005
H12 -0.18508 3.93606 -4.39609  0.000
H13 -4.74298 -5.29864 2.12824  0.000
H14 2.53765 5.99573 -1.76406  0.000
H15 -5.07526 1.10233 -4.01557  0.000
H16 -2.17804 -1.33054 2.70538  0.001
H17 -6.11457 -1.06942 -4.60177  0.000
H18 -3.59662 -1.39538 4.76332  0.000
H19 0.82091 5.24159 -5.02238  0.000
H20 -0.23554 5.47966 2.25626  0.000
H21 3.15348 4.77639 -2.88830  0.000
H22 -1.54107 -2.15638 -2.79909  0.005
H23 -3.65093 -4.15316 0.25351  0.000
H24 6.15908 2.80837 0.64459  0.000
H25 6.26658 -3.16741 0.38647  0.000
H26 3.63539 4.94773 0.50713  0.000
H27 3.61712 5.97047 1.97912  0.000
H28 -6.08965 -1.43197 4.52523  0.000
H29 1.04003 3.36453 2.77442  0.000
H30 1.54491 3.70704 -4.55806  0.000
H31 -1.02852 -5.48181 4.24165  0.000
H32 -2.86058 -5.79900 -4.81703  0.000
H33 1.61651 -1.74637 4.05820  0.007
H34 -0.03985 6.82684 -2.98766  0.000
H35 -3.55864 1.27181 -2.01605  0.003
H36 3.07226 -1.69593 -2.40469  0.000
H37 3.85615 -2.41368 -0.94939  0.000
H38 -1.09095 5.43326 -2.58781  0.000
H39 -1.78654 -5.89584 -0.67096  0.000
H40 2.50210 4.13814 3.36679  0.000
H41 1.05549 6.36393 3.07150  0.000
H42 7.98363 -0.92368 1.48052  0.000
H43 -2.67970 -7.03194 -2.72188  0.000
H44 2.51547 6.32065 -3.48079  0.000
H45 2.54989 2.99955 1.96165  0.001
H46 6.32993 -2.78978 -1.33192  0.000
H47 0.57409 6.81819 1.42173  0.000
H48 4.57017 1.70073 -0.89824  0.000
H49 -1.26799 1.17041 3.13155  0.003
H50 7.79407 -2.62687 -0.34544  0.000
H51 0.01274 6.16228 -1.37223  0.000
H52 -7.08858 -1.10232 2.28708  0.000

## Properties
**HOMO (spin up / spin down)**: -0.2463 / -0.2839 hartree
**Total charge**: 0
**Energy relative to the best compared isomer or geometry (same formula, charge and spin)**: 0.0 kcal per mole
**<S²>**: 6.020
**2S+1**: 5